ORCA calculation (wB97M-V/def2-TZVPD) on a 15-piece molecular cluster, C32H49IN19O overall at a distorted geometry.

Last column: Mulliken charge in e.
Positions of all 102 atoms, in Å:
N1 -0.846162 -1.811933 4.396171  -0.87
N2 -1.352449 -2.561139 3.344589  0.44
N3 -2.643851 -3.015292 3.291538  0.02
C1 -2.736509 -3.721363 2.045014  0.05
N4 -3.821395 -4.351476 1.544194  -0.26
N5 -1.499107 -3.714200 1.271753  -0.34
C2 -0.655291 -2.963910 2.165828  0.29
C3 0.844765 -2.742963 1.687642  -0.36
C4 0.800162 -2.786855 0.063722  0.26
O1 0.917584 -3.841413 -0.576481  -0.47
I1 0.469720 -0.880491 -0.935850  0.04
H1 -0.107062 -1.180240 4.042539  0.30
H2 -0.416058 -2.510200 5.038316  0.29
H3 -3.392682 -2.883596 4.007651  0.36
H4 -4.170350 -4.226845 0.587216  0.20
H5 -4.303936 -5.028435 2.159016  0.21
H6 1.431405 -3.678364 2.016686  0.29
H7 1.346448 -1.804570 2.085987  0.40
C5 4.987474 -1.666640 -1.928384  -0.52
C6 4.632303 -1.195526 -0.587213  0.35
N6 4.352942 -0.825186 0.468392  -0.48
H8 4.573725 -2.657335 -2.129239  0.02
H9 4.611589 -0.995057 -2.704308  0.33
H10 6.070212 -1.736060 -2.056957  0.30
C7 7.859941 -3.432154 1.419944  -0.80
C8 7.928224 -3.361527 -0.041698  0.38
N7 7.982577 -3.305944 -1.189811  -0.39
H11 7.109578 -4.153066 1.752119  0.25
H12 8.816146 -3.735710 1.851993  0.31
H13 7.597987 -2.465603 1.856335  0.27
C9 1.690562 3.850519 -0.536320  -0.50
C10 1.147696 2.907359 -1.516666  0.26
N8 0.719872 2.168032 -2.289299  -0.49
H14 0.897058 4.360169 0.013351  0.05
H15 2.323056 3.348117 0.199357  0.43
H16 2.298212 4.620266 -1.013545  0.23
C11 -1.628835 6.649456 -1.415319  -0.79
C12 -0.203813 6.499843 -1.713068  0.38
N9 0.918249 6.384789 -1.941253  -0.35
H17 -1.811515 6.676505 -0.338950  0.15
H18 -2.034413 7.571948 -1.837132  0.34
H19 -2.213723 5.821759 -1.822708  0.27
C13 2.072787 5.269898 -4.889188  -0.51
C14 2.731107 5.710214 -6.121472  0.19
N10 3.247092 6.057683 -7.089320  -0.38
H20 1.107150 4.802189 -5.094164  0.29
H21 2.678520 4.538902 -4.348690  0.24
H22 1.890705 6.105468 -4.210350  0.17
C15 -4.737009 -1.172689 7.079187  -1.02
C16 -5.069664 -2.283486 6.184781  0.52
N11 -5.332810 -3.156740 5.480508  -0.48
H23 -5.195060 -1.297786 8.062893  0.32
H24 -3.660759 -1.089579 7.232156  0.36
H25 -5.083657 -0.216270 6.679937  0.35
C17 -0.482044 -2.103470 -4.773841  -0.77
C18 0.879118 -1.573387 -4.905577  0.37
N12 1.947648 -1.157408 -5.010008  -0.41
H26 -0.495520 -3.045338 -4.220388  0.26
H27 -1.135660 -1.407303 -4.243426  0.25
H28 -0.934190 -2.293893 -5.749762  0.33
C19 3.602151 8.066889 0.626987  -0.86
C20 3.284924 6.736036 1.149772  0.47
N13 3.036347 5.689736 1.560201  -0.44
H29 4.553880 8.070845 0.091119  0.30
H30 2.835924 8.417399 -0.068380  0.25
H31 3.677039 8.805361 1.428378  0.32
C21 -7.776046 -5.018624 3.715468  -0.53
C22 -7.654206 -5.637568 2.394253  0.33
N14 -7.548647 -6.122434 1.356016  -0.36
H32 -6.953115 -4.327023 3.909795  0.04
H33 -8.705606 -4.453256 3.812806  0.29
H34 -7.766626 -5.765373 4.512593  0.27
C23 -6.380174 -5.913806 -1.868037  -0.74
C24 -5.248479 -5.265632 -2.536309  0.33
N15 -4.359731 -4.756029 -3.061285  -0.36
H35 -7.239752 -6.011652 -2.534762  0.32
H36 -6.122044 -6.917185 -1.522411  0.27
H37 -6.709845 -5.345878 -0.995536  0.19
C25 -0.349446 5.245112 3.124465  -0.72
C26 -1.570486 5.518295 2.361404  0.46
N16 -2.529725 5.733565 1.761992  -0.47
H38 0.457469 5.928411 2.849472  0.16
H39 -0.515245 5.353149 4.198774  0.34
H40 0.012890 4.229234 2.951740  0.24
C27 3.776912 -4.888624 -4.412045  -0.58
C28 5.205924 -5.037428 -4.699151  0.31
N17 6.327942 -5.154160 -4.924463  -0.36
H41 3.582213 -4.868290 -3.337055  0.17
H42 3.376143 -3.962136 -4.831197  0.15
H43 3.193897 -5.711666 -4.831439  0.32
C29 2.712987 9.504124 -8.785425  -0.65
C30 1.845948 10.241821 -7.863221  0.33
N18 1.164840 10.820705 -7.138451  -0.37
H44 2.412769 9.652344 -9.825207  0.26
H45 3.754174 9.822886 -8.699946  0.25
H46 2.686206 8.429269 -8.589752  0.18
C31 -2.899598 -5.536514 8.075573  -0.83
C32 -2.691921 -4.112315 7.804012  0.40
N19 -2.528398 -2.992838 7.590868  -0.43
H47 -3.905686 -5.855791 7.794073  0.27
H48 -2.193601 -6.158045 7.520192  0.28
H49 -2.770289 -5.765588 9.135690  0.31

Force components x, y, z for each atom (eV/Å):
0.54 -0.86 0.82
2.44 -0.85 -3.46
-0.06 -1.79 -3.35
2.88 0.80 -0.93
-0.86 -0.42 1.46
-1.45 3.04 6.23
-2.46 -1.12 -1.24
-0.57 -0.68 0.30
0.23 -2.90 -1.26
-0.24 3.98 2.68
0.21 -0.74 0.56
-0.77 -0.45 0.14
-0.26 1.01 -0.25
0.91 0.05 -0.46
0.79 -0.19 0.64
0.14 0.93 -0.78
-0.83 1.44 -0.47
-0.75 -1.15 -0.62
0.12 0.01 -0.38
-0.02 0.02 0.09
0.03 -0.27 -0.43
-0.02 0.10 0.22
-0.12 0.05 0.24
-0.08 0.00 0.24
0.00 -0.01 0.34
0.01 0.00 -0.03
-0.09 0.03 0.45
0.04 0.03 -0.24
-0.02 0.02 -0.24
0.01 -0.02 -0.25
0.27 -0.07 0.29
-0.01 0.06 -0.03
0.09 0.15 0.35
-0.01 -0.12 -0.20
-0.10 -0.15 -0.18
-0.18 -0.18 -0.09
-0.34 0.08 0.06
-0.06 0.08 -0.06
-0.41 0.20 0.08
0.18 -0.06 -0.10
0.27 -0.05 -0.06
0.25 -0.01 -0.02
-0.12 -0.04 0.24
0.01 -0.03 -0.03
-0.20 -0.05 0.32
0.14 0.06 -0.17
0.07 0.07 -0.21
0.11 0.01 -0.20
-0.09 0.56 0.13
0.05 0.17 0.12
0.35 0.30 -0.01
-0.03 -0.21 -0.17
-0.16 -0.25 -0.17
-0.17 -0.24 -0.16
-0.28 -0.10 0.01
0.03 0.03 0.01
-0.39 -0.25 0.11
0.20 0.11 -0.03
0.24 0.06 -0.04
0.22 0.09 0.02
0.07 0.33 -0.13
0.00 0.00 -0.01
0.01 0.41 -0.09
-0.09 -0.21 0.10
-0.03 -0.26 0.08
-0.04 -0.24 0.06
-0.04 0.16 0.29
-0.04 -0.01 0.02
0.10 0.22 0.33
-0.03 -0.11 -0.14
0.04 -0.12 -0.22
0.01 -0.08 -0.23
-0.21 -0.11 0.11
0.01 -0.02 -0.09
-0.27 -0.13 0.30
0.20 0.11 -0.08
0.13 0.14 -0.08
0.12 -0.01 -0.12
0.25 -0.02 0.18
-0.05 0.00 0.02
0.42 -0.11 0.23
-0.17 -0.04 -0.12
-0.19 0.05 -0.15
-0.15 0.10 -0.13
-0.33 0.08 0.04
0.04 -0.01 -0.01
-0.42 0.04 0.09
0.20 -0.05 -0.07
0.23 -0.02 -0.03
0.24 0.00 -0.02
0.18 -0.21 -0.22
-0.02 0.02 0.02
0.25 -0.23 -0.25
-0.13 0.13 0.18
-0.17 0.09 0.15
-0.09 0.13 0.17
-0.07 -0.32 0.08
0.03 -0.01 0.03
0.25 -0.71 0.03
0.05 0.25 -0.03
0.02 0.24 -0.01
0.04 0.24 -0.08

## Properties
E_tot: -2661.60389 Ha
Max |F|: 7.08 eV/Å
Net charge: +1